Here is an isolated molecule of C8H10OS from OMol25. Energies are from ωB97M-V/def2-TZVPD.

Last column: Mulliken charge in e.
CARTESIAN COORDINATES (ANGSTROEM)
C (1.902, -0.496, 1.791)  -0.82
S (1.468, 0.275, 0.398)  0.39
C (2.375, 0.143, -1.243)  -0.84
C (0.697, 2.051, 0.299)  -0.53
C (-0.601, 1.821, 0.242)  -0.50
C (-1.161, 0.484, 0.391)  0.53
C (-2.603, 0.213, 0.215)  0.68
C (-2.938, -1.277, 0.308)  -1.40
O (-3.357, 1.149, 0.117)  -0.57
C (-0.130, -0.451, 0.235)  -0.43
H (2.481, 0.142, 2.411)  0.26
H (3.321, -0.500, -1.108)  0.25
H (1.570, -0.260, -1.894)  0.36
H (2.706, 1.149, -1.215)  0.33
H (1.266, 2.974, 0.152)  0.40
H (-1.462, 2.453, 0.252)  0.46
H (-2.225, -1.853, 0.787)  0.46
H (-2.981, -1.700, -0.656)  0.36
H (-3.946, -1.399, 0.794)  0.33
H (-0.362, -1.440, 0.513)  0.29

The HOMO energy (spin up / spin down) is -7.122 / -7.132 eV. The value obtained for the total energy is -21332.34096 eV. The value obtained for the frontier orbital gap (spin up / spin down) is 6.502 / 6.514 eV. The LUMO energy (spin up / spin down) comes out at -0.62 / -0.62 eV. As for the SMILES: C#[S@]1(C)C=CC(C(C)=O)=C1. Its energy relative to the best compared isomer or geometry (same formula, charge and spin) is 718.0 kJ/mol.

***

Here is a structure of composition C3H17O7Zr from OMol25. Energies are from ωB97M-V/def2-TZVPD.

Last column: Mulliken charge in e.
CARTESIAN COORDINATES (ANGSTROEM)
Zr (-20.261, -6.325, 25.403)  1.50
C (-22.670, -4.668, 30.585)  -0.48
O (-21.928, -5.085, 29.478)  -0.44
H (-22.261, -5.087, 31.504)  0.23
H (-22.467, -3.598, 30.633)  0.24
H (-23.758, -4.640, 30.521)  0.26
C (-24.591, -10.089, 23.689)  -0.46
O (-23.693, -9.015, 23.923)  -0.41
H (-25.588, -9.706, 23.476)  0.25
H (-24.221, -10.811, 22.961)  0.23
H (-24.798, -10.641, 24.606)  0.24
C (-16.931, -7.475, 20.595)  -0.44
O (-17.796, -7.203, 21.675)  -0.43
H (-17.492, -7.837, 19.733)  0.21
H (-16.411, -6.585, 20.240)  0.23
H (-16.164, -8.139, 20.993)  0.22
O (-18.265, -2.689, 24.734)  -0.63
H (-17.646, -2.317, 25.362)  0.32
H (-18.000, -2.324, 23.890)  0.32
O (-16.685, -6.038, 27.435)  -0.63
H (-15.786, -6.189, 27.141)  0.32
H (-16.595, -5.761, 28.347)  0.32
O (-19.432, -10.011, 26.583)  -0.61
H (-18.897, -10.743, 26.277)  0.31
H (-19.917, -10.365, 27.329)  0.32
O (-22.835, -3.590, 24.296)  -0.61
H (-23.294, -2.944, 24.832)  0.31
H (-23.305, -3.586, 23.462)  0.32

The HOMO energy is -9.739 eV. The value obtained for the total energy is -18972.84956 eV. The charge is +1. The value obtained for the frontier orbital gap is 1.966 eV. The LUMO energy comes out at -7.77 eV. Its energy relative to the best compared isomer or geometry (same formula, charge and spin) is 2179.8 kJ/mol.

***

Here is a structure of composition C38H48BrMgN2O2PS2SeSi from OMol25. Energies are from ωB97M-V/def2-TZVPD.

Last column: Mulliken charge in e.
CARTESIAN COORDINATES (ANGSTROEM)
Mg (0.296, 0.622, -0.486)  1.15
C (-0.983, -2.394, 0.987)  -1.31
O (-1.082, -0.993, 0.892)  1.69
C (-2.078, -0.344, 1.580)  -1.38
C (-3.192, -0.941, 2.132)  -0.16
C (-4.111, -0.114, 2.786)  -0.46
Br (-5.673, -0.906, 3.540)  -0.30
C (-3.918, 1.237, 2.887)  -0.77
C (-2.781, 1.846, 2.321)  0.78
C (-1.853, 1.051, 1.642)  0.99
O (-0.773, 1.451, 1.032)  -0.94
C (-2.671, 3.303, 2.551)  -0.03
N (-3.346, 3.894, 3.519)  -0.79
C (-3.011, 5.226, 3.406)  0.38
C (-3.408, 6.319, 4.176)  -0.81
C (-2.893, 7.559, 3.856)  -0.40
C (-1.989, 7.722, 2.791)  -0.41
C (-1.581, 6.653, 2.021)  -0.73
C (-2.115, 5.411, 2.347)  0.58
N (-1.927, 4.168, 1.800)  0.45
H (-1.021, -2.703, 2.036)  0.34
H (-0.012, -2.652, 0.567)  0.07
H (-1.786, -2.876, 0.421)  0.37
H (-3.362, -2.002, 2.059)  0.55
H (-4.615, 1.869, 3.416)  0.57
H (-0.175, 2.640, 0.737)  0.26
H (-4.088, 6.186, 5.007)  0.41
H (-3.180, 8.424, 4.441)  0.36
H (-1.599, 8.710, 2.578)  0.36
H (-0.867, 6.751, 1.218)  0.46
H (-1.220, 3.963, 1.079)  -0.34
Se (0.788, 3.402, -0.117)  -0.97
S (5.327, -1.023, 0.960)  -0.51
P (3.624, -1.606, 1.754)  0.47
S (1.867, -1.110, 0.938)  -0.71
C (3.548, -1.130, 3.530)  0.37
C (4.725, -1.007, 4.260)  -0.51
C (4.686, -0.695, 5.609)  -0.58
C (3.469, -0.493, 6.242)  -0.37
C (2.292, -0.599, 5.518)  -0.70
C (2.332, -0.915, 4.169)  -0.16
C (3.616, -3.444, 1.922)  0.30
C (2.428, -4.159, 2.004)  -0.10
C (2.439, -5.541, 2.096)  -0.65
C (3.644, -6.229, 2.107)  -0.36
C (4.834, -5.522, 2.034)  -0.62
C (4.818, -4.140, 1.938)  -0.32
H (5.670, -1.139, 3.748)  0.31
H (5.611, -0.598, 6.165)  0.36
H (3.438, -0.239, 7.295)  0.35
H (1.338, -0.422, 5.997)  0.40
H (1.419, -0.973, 3.590)  0.26
H (1.490, -3.619, 1.981)  0.17
H (1.503, -6.082, 2.148)  0.39
H (3.653, -7.310, 2.165)  0.35
H (5.781, -6.048, 2.039)  0.37
H (5.741, -3.579, 1.852)  0.30
C (0.021, 2.620, -3.874)  -1.78
C (0.347, 1.188, -4.310)  2.93
C (-0.206, 1.024, -5.730)  -1.97
C (1.876, 1.127, -4.390)  -2.17
Si (-0.291, -0.123, -2.975)  -1.41
C (-2.240, -0.316, -3.192)  2.89
C (-2.898, 1.066, -3.202)  -2.29
C (-2.844, -1.054, -1.989)  -1.91
C (-2.696, -1.053, -4.458)  -1.86
C (0.560, -1.857, -3.399)  2.98
C (1.984, -1.884, -2.831)  -1.87
C (0.653, -2.214, -4.887)  -1.97
C (-0.187, -3.000, -2.706)  -2.11
H (0.413, 3.308, -4.634)  0.55
H (0.468, 2.888, -2.923)  0.14
H (-1.043, 2.814, -3.776)  0.27
H (0.301, 1.735, -6.396)  0.58
H (-1.270, 1.256, -5.776)  0.29
H (-0.066, 0.030, -6.146)  0.26
H (2.228, 1.951, -5.021)  0.60
H (2.250, 0.201, -4.822)  0.36
H (2.338, 1.255, -3.409)  0.31
H (-2.572, 1.689, -2.369)  0.27
H (-3.985, 0.945, -3.123)  0.58
H (-2.696, 1.614, -4.120)  0.40
H (-2.723, -0.479, -1.066)  0.14
H (-2.413, -2.038, -1.824)  0.21
H (-3.921, -1.184, -2.151)  0.58
H (-2.292, -0.625, -5.372)  0.27
H (-3.791, -1.013, -4.531)  0.56
H (-2.417, -2.105, -4.442)  0.31
H (2.638, -1.140, -3.276)  0.19
H (2.428, -2.869, -3.023)  0.55
H (2.008, -1.730, -1.753)  0.17
H (1.267, -1.512, -5.446)  0.32
H (-0.323, -2.254, -5.371)  0.29
H (1.115, -3.204, -4.998)  0.54
H (-0.313, -2.813, -1.636)  0.07
H (0.395, -3.924, -2.807)  0.63
H (-1.171, -3.184, -3.133)  0.33

The HOMO energy is -1.689 eV. The value obtained for the total energy is -226937.39042 eV. The charge is -2. The value obtained for the frontier orbital gap is 5.502 eV. The LUMO energy comes out at 3.81 eV. Its energy relative to the best compared isomer or geometry (same formula, charge and spin) is 211.2 kJ/mol.

***

Here is a cluster of 3 separate species, C4H12O3S in total from OMol25. Energies are from ωB97M-V/def2-TZVPD.

Last column: Mulliken charge in e.
CARTESIAN COORDINATES (ANGSTROEM)
O (2.575, 1.531, -1.513)  -0.45
C (2.117, 0.428, -1.496)  -0.08
C (1.630, -0.283, -0.263)  -0.44
C (0.117, -0.480, -0.291)  -0.59
C (-0.647, 0.017, 0.944)  -0.70
S (-0.195, 1.628, 1.661)  -0.23
H (1.979, -0.166, -2.428)  0.33
H (1.979, 0.236, 0.627)  0.35
H (2.163, -1.241, -0.167)  0.33
H (-0.331, -0.008, -1.165)  0.37
H (-0.141, -1.544, -0.383)  0.30
H (-0.456, -0.640, 1.797)  0.30
H (-1.714, -0.014, 0.774)  0.39
H (0.075, 2.374, 0.578)  0.12
O (-0.391, -7.017, 1.252)  -0.65
H (-0.408, -7.930, 0.947)  0.32
H (-1.018, -6.899, 1.975)  0.32
O (-3.414, 3.787, -1.731)  -0.63
H (-3.651, 2.843, -1.694)  0.32
H (-3.808, 4.126, -2.538)  0.32

The HOMO energy is -9.010 eV. The value obtained for the total energy is -21319.48794 eV. The value obtained for the frontier orbital gap is 9.622 eV. The LUMO energy comes out at 0.61 eV. As for the SMILES: O=CCCCS.O.O. Its energy relative to the best compared isomer or geometry (same formula, charge and spin) is 25.0 kJ/mol.

***

Here is a cluster of 4 separate species, C19H31N4O in total from OMol25. Energies are from ωB97M-V/def2-TZVPD.

Last column: Mulliken charge in e.
CARTESIAN COORDINATES (ANGSTROEM)
C (5.298, 4.213, 3.787)  -0.93
C (4.278, 3.898, 2.583)  -0.76
C (2.891, 4.488, 3.028)  0.38
C (1.792, 3.538, 3.319)  -0.38
C (0.506, 4.147, 3.760)  -0.54
C (0.427, 5.610, 3.898)  -0.42
N (1.498, 6.436, 3.612)  0.31
O (1.370, 7.783, 3.731)  -0.35
C (2.707, 5.930, 3.183)  -0.05
H (5.063, 5.212, 4.260)  0.30
H (6.364, 4.238, 3.453)  0.32
H (5.092, 3.429, 4.570)  0.30
H (4.623, 4.320, 1.605)  0.35
H (4.238, 2.779, 2.456)  0.35
H (1.936, 2.435, 3.217)  0.38
H (-0.349, 3.466, 3.963)  0.52
H (-0.502, 6.120, 4.237)  0.40
H (2.164, 8.151, 3.286)  0.40
H (3.596, 6.575, 2.959)  0.41
C (-3.024, 1.723, -0.330)  -1.02
C (-3.064, 1.346, 1.146)  -0.62
C (-1.810, 1.780, 1.908)  -0.45
C (-0.606, 1.083, 1.451)  0.46
N (0.340, 0.538, 1.089)  -0.51
H (-2.211, 1.218, -0.850)  0.13
H (-3.957, 1.436, -0.816)  0.33
H (-2.895, 2.801, -0.456)  0.33
H (-3.206, 0.266, 1.239)  0.33
H (-3.934, 1.822, 1.605)  0.36
H (-1.954, 1.572, 2.973)  0.32
H (-1.669, 2.861, 1.812)  0.35
C (-1.741, -3.594, -1.589)  -1.15
C (-0.504, -2.705, -1.633)  -0.68
C (-0.816, -1.233, -1.349)  -0.06
C (-1.658, -0.633, -2.387)  0.36
N (-2.324, -0.163, -3.198)  -0.55
H (-2.458, -3.320, -2.367)  0.33
H (-1.460, -4.634, -1.748)  0.32
H (-2.241, -3.522, -0.619)  0.31
H (-0.020, -2.807, -2.606)  0.34
H (0.208, -3.061, -0.885)  0.35
H (0.123, -0.677, -1.292)  0.37
H (-1.301, -1.134, -0.375)  0.06
C (-2.321, -7.139, -4.582)  -0.96
C (-1.049, -7.047, -5.417)  -0.41
C (0.226, -7.246, -4.595)  -0.53
C (0.429, -6.175, -3.617)  0.36
N (0.585, -5.338, -2.846)  -0.44
H (-2.365, -6.345, -3.833)  0.19
H (-3.199, -7.040, -5.222)  0.33
H (-2.384, -8.101, -4.068)  0.31
H (-1.021, -6.081, -5.928)  0.29
H (-1.085, -7.817, -6.193)  0.31
H (1.085, -7.273, -5.271)  0.28
H (0.196, -8.212, -4.084)  0.29

The HOMO energy is -12.599 eV. The value obtained for the total energy is -28203.78060 eV. The charge is +1. The value obtained for the frontier orbital gap is 7.927 eV. The LUMO energy comes out at -4.67 eV.

***

> Which value of total energy does entry 2 give?

-18972.84956 eV

***

> What is the formula in the second record?

C3H17O7Zr

***

> Look up the total energy of the fifth one.

-28203.78060 eV

***

> What is the formula in the third record?

C38H48BrMgN2O2PS2SeSi